{"formula": "C14H17N2", "method": "ωB97M-V with the def2-TZVPD basis set", "symbols": ["C", "C", "C", "N", "H", "H", "C", "C", "C", "C", "C", "N", "C", "C", "C", "C", "C", "C", "H", "H", "H", "H", "H", "H", "H", "H", "H", "H", "H", "H", "H", "H", "H"], "positions_angstrom": [[-4.61775, -1.04352, 0.16819], [-3.50682, -1.28515, 0.83763], [-2.10482, -0.98548, 0.39500], [-2.04468, -0.35052, -0.94231], [-2.44335, -0.99537, -1.63399], [-2.63653, 0.49091, -0.90913], [-0.66976, 0.09042, -1.35322], [-0.22149, 1.20139, -0.46990], [-0.87699, 2.38290, -0.19464], [-0.05410, 3.12648, 0.66571], [1.07902, 2.38656, 0.87318], [0.97332, 1.21138, 0.20040], [1.99463, 0.23318, 0.14250], [3.24341, 0.58636, -0.35427], [4.25473, -0.35617, -0.40362], [4.02466, -1.64902, 0.03777], [2.78342, -1.99760, 0.54290], [1.76700, -1.05963, 0.60005], [0.81320, -1.31998, 1.03604], [2.60738, -2.99865, 0.90531], [4.81477, -2.38186, -0.00149], [5.22400, -0.07929, -0.78714], [3.41151, 1.59577, -0.69747], [1.94662, 2.60375, 1.46259], [-0.26854, 4.09136, 1.07582], [-1.83157, 2.69223, -0.57656], [-0.73567, 0.41945, -2.39504], [0.01647, -0.75723, -1.29538], [-1.63343, -0.30333, 1.11040], [-1.52387, -1.91221, 0.36849], [-3.55077, -1.74506, 1.81379], [-5.57300, -1.30114, 0.58813], [-4.66099, -0.59094, -0.80976]], "forces_ev_per_angstrom": [[-0.0621, -0.0164, 0.0191], [0.2574, 0.0566, -0.1329], [-0.1600, -0.2716, 0.6453], [-0.2547, 0.0119, -0.0331], [0.0210, 0.2099, 0.0674], [0.0433, -0.2650, -0.1078], [0.6505, 0.3283, -0.1846], [-0.4534, 0.0067, -0.1854], [0.0783, -0.3225, -0.1105], [0.1322, 0.0134, 0.0767], [-0.0556, 0.3924, 0.2222], [-0.1903, -0.0027, -0.0342], [0.4825, -0.4370, -0.0252], [-0.1824, 0.0269, 0.0165], [0.0174, -0.0279, 0.0349], [0.0277, -0.0137, 0.0025], [-0.0186, -0.0565, -0.0421], [-0.0204, 0.1659, 0.0047], [-0.0890, 0.0163, 0.0533], [-0.0067, -0.0893, 0.0390], [0.0824, -0.0723, -0.0044], [0.0920, 0.0286, -0.0433], [0.0059, 0.1040, -0.0576], [0.1992, -0.0125, 0.1048], [0.0045, 0.2074, 0.1124], [-0.2124, 0.0760, -0.1385], [-0.1169, -0.1534, 0.0987], [-0.2238, -0.0182, -0.0423], [0.0488, -0.0431, -0.2180], [0.0581, 0.1591, -0.1388], [-0.0373, -0.0570, 0.1229], [-0.1884, -0.0497, 0.0999], [0.0708, 0.1053, -0.2216]], "nbo_charge": [-0.377, -0.205, -0.270, -0.490, 0.438, 0.442, -0.248, 0.048, -0.281, -0.278, -0.024, -0.331, 0.108, -0.213, -0.181, -0.191, -0.209, -0.194, 0.199, 0.227, 0.231, 0.232, 0.233, 0.234, 0.243, 0.219, 0.241, 0.252, 0.255, 0.235, 0.237, 0.237, 0.181], "max_force_ev_per_a": 0.75, "de_lowest_ev": 0.1443, "spin_multiplicity": 1, "total_charge": 1, "total_energy_ha": -652.92519, "smiles": "C=CC[NH2+]Cc1cccn1-c1ccccc1", "gap_ha": 0.328}